Record 1
Computed, not measured: a 4-piece molecular cluster, C8H24O4 overall, with ωB97M-V with the def2-TZVPD basis set.

Geometry as ORCA input:
```
! RIJCOSX wB97M-V def2-TZVPD def2/J DEFGRID3
* xyz 0 1
C 0.2257 2.6375 2.7561
C -1.2111 2.8431 2.1965
O -1.4913 1.9402 1.2479
H 0.3392 3.4122 3.5145
H 1.0533 2.6976 2.0493
H 0.3821 1.6939 3.2787
H -1.3226 3.8517 1.7984
H -1.9718 2.6997 2.9638
H -2.3847 2.0822 0.9263
C 1.7444 -1.1930 1.3252
C 0.4398 -1.7677 1.7335
O 0.0625 -1.1966 2.9645
H 2.5080 -1.4693 2.0523
H 1.7298 -0.1217 1.5256
H 2.0542 -1.4381 0.3093
H 0.5077 -2.8270 1.9813
H -0.3342 -1.5865 0.9877
H -0.7653 -0.7303 2.8265
C 0.9774 0.4073 -1.7187
C 0.5955 0.6895 -0.2367
O 0.4977 2.0348 -0.0552
H 0.3944 1.0273 -2.3998
H 0.9838 -0.6702 -1.8830
H 1.9970 0.7642 -1.8641
H 1.4560 0.3797 0.3563
H -0.2103 0.0791 0.1710
H -0.1443 2.2144 0.6356
C -0.4079 -1.2705 -3.0992
C -1.5176 -2.2989 -3.4383
O -1.2373 -3.5793 -2.7915
H -0.4178 -0.9409 -2.0603
H -0.5684 -0.4164 -3.7571
H 0.6031 -1.6196 -3.3091
H -1.5948 -2.5693 -4.4914
H -2.5144 -1.9234 -3.2070
H -0.4577 -3.8358 -3.2895
*
```

The SMILES is CCO.CCO.CCO.CCO. As for the HOMO-LUMO gap: 8.92 eV.

These are the Mulliken partial charges, in e, on atoms 1 to 8:
1. C -1.136
2. C -0.314
3. O -0.383
4. H 0.387
5. H 0.409
6. H 0.237
7. H 0.305
8. H 0.325

=====

Record 2
Computed, not measured: C8H9N4 as an isolated structure, with ωB97M-V with the def2-TZVPD basis set.

Geometry as ORCA input:
```
! RIJCOSX wB97M-V def2-TZVPD def2/J DEFGRID3
* xyz 1 1
C -1.6185 -2.1948 0.1763
C -1.9080 -0.8892 0.5464
C -0.3459 -2.5876 -0.3314
C -0.8504 0.0453 0.2999
C 0.2660 -0.3879 -0.4620
C -0.6493 1.5457 0.5301
C 0.4027 1.9392 -0.3704
C 0.9722 0.7117 -0.9765
N 0.5636 -1.6730 -0.6132
N 3.6382 -1.3676 0.8984
N 2.8043 0.4151 -0.3559
N 3.3017 -0.4347 0.2630
H -2.3524 -3.0384 0.2427
H -2.8795 -0.4858 0.7687
H -0.1548 -3.6115 -0.3489
H -1.5603 2.1445 0.3966
H -0.2851 1.7395 1.6130
H 0.1238 2.5860 -1.2131
H 1.2806 2.4011 0.2167
H 1.1431 0.7206 -2.0686
H 4.5419 -1.7750 1.1224
*
```

As for the HOMO-LUMO gap: 7.92 eV.

These are the Mulliken partial charges, in e, on atoms 1 to 8:
1. C -0.243
2. C -0.639
3. C -0.317
4. C 0.410
5. C 0.054
6. C -0.615
7. C -0.558
8. C 0.406

=====

Record 3
Computed, not measured: C53H59ClNO5SSb2SiV as an isolated structure, with ωB97M-V with the def2-TZVPD basis set.

Geometry as ORCA input:
```
! RIJCOSX wB97M-V def2-TZVPD def2/J DEFGRID3
* xyz 0 3
V 0.3725 -0.4257 0.4025
C -1.2699 4.6642 -0.9403
Sb -2.0279 2.6857 -0.5483
C -3.3786 3.3407 0.9978
C -3.5320 2.7183 -2.1441
C -2.9265 3.0864 -3.4594
C -2.9425 4.4169 -3.8812
C -2.3410 4.8149 -5.0627
C -1.7113 3.8686 -5.8598
C -1.7061 2.5427 -5.4637
C -2.3050 2.1285 -4.2726
C -2.2716 0.6848 -3.8990
Sb -0.6023 0.1278 -2.5825
C 0.8311 1.5406 -3.3426
C 0.0480 -1.4522 -3.8835
H -2.1043 5.3596 -1.0188
H -0.7064 4.6820 -1.8718
H -0.6204 4.9777 -0.1235
H -3.8622 4.2621 0.6763
H -2.8222 3.5294 1.9155
H -4.1304 2.5766 1.1954
H -4.2858 3.4393 -1.8289
H -3.9884 1.7289 -2.1623
H -3.4486 5.1509 -3.2653
H -2.3657 5.8549 -5.3605
H -1.2416 4.1600 -6.7900
H -1.2435 1.7967 -6.1013
H -2.1447 0.0551 -4.7775
H -3.1830 0.3749 -3.3882
H 0.8046 1.5145 -4.4298
H 1.8262 1.2529 -3.0025
H 0.6005 2.5527 -3.0090
H -0.0863 -1.1289 -4.9146
H -0.5343 -2.3547 -3.7049
H 1.0967 -1.6715 -3.6965
O 1.5730 -1.3024 -0.5797
Si 2.8108 -2.3494 -0.8543
C 3.3591 -3.2810 0.6952
C 2.8570 -4.5396 1.0359
C 3.2466 -5.1804 2.2031
C 4.1622 -4.5783 3.0539
C 4.6966 -3.3412 2.7233
C 4.2990 -2.7055 1.5573
C 2.3719 -3.6305 -2.1618
C 1.2676 -4.4788 -2.0275
C 0.9911 -5.4605 -2.9654
C 1.8135 -5.6113 -4.0738
C 2.9080 -4.7757 -4.2339
C 3.1825 -3.7973 -3.2868
C 4.3039 -1.3680 -1.4334
C 5.5621 -1.9798 -1.4334
C 6.6922 -1.3022 -1.8640
C 6.5916 0.0148 -2.2938
C 5.3558 0.6428 -2.3027
C 4.2286 -0.0518 -1.8853
H 2.1599 -5.0420 0.3780
H 2.8328 -6.1505 2.4485
H 4.4660 -5.0772 3.9651
H 5.4194 -2.8680 3.3758
H 4.7267 -1.7388 1.3123
H 0.5948 -4.3637 -1.1828
H 0.1324 -6.1077 -2.8359
H 1.6005 -6.3753 -4.8103
H 3.5543 -4.8833 -5.0958
H 4.0416 -3.1530 -3.4287
H 5.6551 -2.9998 -1.0753
H 7.6539 -1.7990 -1.8567
H 7.4733 0.5483 -2.6238
H 5.2690 1.6702 -2.6324
H 3.2635 0.4397 -1.9427
N 1.3110 1.4157 0.1894
C 1.6348 2.0933 1.4272
C 2.7357 1.6912 2.1652
C 2.9617 2.2633 3.4102
C 2.0893 3.2248 3.8950
C 1.0180 3.6584 3.1283
C 0.7865 3.0901 1.8870
S 2.2030 3.8147 5.6020
O 1.8717 5.2241 5.5089
O 3.5632 3.5154 6.0015
O 1.1802 2.9931 6.2354
H 2.1517 1.1195 -0.3016
H 0.7692 2.0230 -0.4217
H 3.3890 0.9157 1.7745
H 3.8019 1.9709 4.0262
H 0.3811 4.4365 3.5298
H -0.0571 3.4048 1.2787
C -7.3213 1.2874 2.4921
C -5.8367 1.0975 2.4041
C -5.2740 0.2773 1.4308
C -3.9066 0.1074 1.3053
C -3.4030 -0.8162 0.2311
C -3.0503 0.8108 2.1863
C -1.6317 0.8361 2.0700
O -0.9197 0.2599 1.1888
C -3.6122 1.6097 3.2229
C -2.7539 2.3242 4.2388
C -4.9840 1.7371 3.3014
H -7.8551 0.4751 2.0014
H -7.6103 2.2216 2.0054
H -7.6477 1.3438 3.5301
H -5.9264 -0.2638 0.7548
H -4.2050 -1.4788 -0.0905
H -2.5764 -1.4360 0.5761
H -3.0626 -0.2456 -0.6384
H -1.0661 1.4503 2.7644
H -2.2091 3.1593 3.7919
H -2.0204 1.6596 4.6944
H -3.3772 2.7256 5.0342
H -5.4083 2.3513 4.0874
Cl -2.9927 -5.8573 2.5424
C -1.8831 -4.5258 2.4530
C -1.2823 -4.2174 1.2472
C -0.3744 -3.1697 1.1917
C -0.0442 -2.4070 2.3223
C 0.9318 -1.2854 2.2216
C -0.6974 -2.7336 3.5149
C -1.5985 -3.7815 3.5883
H -1.5157 -4.8015 0.3662
H 0.1086 -2.9631 0.2431
H 1.9467 -1.6554 2.0885
H 0.9093 -0.6337 3.0962
H -0.4779 -2.1632 4.4095
H -2.0766 -4.0324 4.5257
*
```

The expectation value of S² is 2.05. As for the HOMO-LUMO gap (spin up / spin down): 5.95 / 5.61 eV.

These are the Mulliken partial charges, in e, on atoms 1 to 8:
1. V 0.437
2. C -1.289
3. Sb -0.189
4. C -1.264
5. C -1.629
6. C 0.537
7. C -0.466
8. C -0.748

=====

Record 4
Computed, not measured: C25H37F4InN4O4P2S as an isolated structure, with ωB97M-V with the def2-TZVPD basis set.

Geometry as ORCA input:
```
! RIJCOSX wB97M-V def2-TZVPD def2/J DEFGRID3
* xyz 0 1
In -1.7241 0.5268 1.1680
C -3.0582 -3.9969 -0.5705
C -2.0875 -2.8337 -0.8092
N -2.5304 -1.7553 -1.6674
C -2.3804 -1.9101 -3.1003
C -3.3969 -2.8009 -3.8218
C -3.6830 -1.0043 -1.2236
C -3.4568 0.5156 -1.2903
N -2.1129 0.8739 -0.8370
C -1.1211 1.1513 -1.7105
C 0.2821 1.0188 -1.1797
F 0.3374 -0.1545 -0.4134
C 1.5278 1.1168 -2.1106
F 2.3961 0.0393 -2.0106
C 1.2558 1.4811 -3.5065
C -0.0187 1.6986 -3.8486
F -0.3059 2.0779 -5.0995
C -1.1800 1.5670 -3.0021
F -2.3447 1.8834 -3.6191
H -2.6970 -4.6184 0.2517
H -3.1649 -4.6312 -1.4500
H -4.0467 -3.6279 -0.2925
H -1.1520 -3.2169 -1.2274
H -1.8320 -2.4160 0.1745
H -1.3712 -2.2858 -3.2923
H -2.4191 -0.9097 -3.5458
H -3.3982 -3.8138 -3.4215
H -3.1506 -2.8590 -4.8840
H -4.4097 -2.4034 -3.7404
H -3.9310 -1.2824 -0.1979
H -4.5719 -1.2161 -1.8322
H -4.1949 1.0040 -0.6582
H -3.6039 0.8603 -2.3081
H 2.0603 1.5738 -4.2212
C 1.3591 -2.9707 0.3291
P 0.8724 -1.9289 1.7595
C 1.3783 -3.0329 3.1415
C 2.2485 -0.7002 1.8224
C 3.5561 -1.0216 1.4724
C 4.5752 -0.0846 1.5596
C 4.2986 1.1971 2.0111
C 3.0002 1.5398 2.3557
C 1.9738 0.6031 2.2581
P 0.2714 1.0650 2.6863
C -0.0316 0.3500 4.3253
C 0.2525 2.8514 2.9990
H 1.4416 -2.3526 -0.5647
H 0.5744 -3.7096 0.1648
H 2.2980 -3.4999 0.4996
H 2.4249 -3.3290 3.0515
H 0.7497 -3.9245 3.1185
H 1.2286 -2.5396 4.1015
H 3.7872 -2.0183 1.1170
H 5.5845 -0.3566 1.2780
H 5.0911 1.9299 2.0943
H 2.7908 2.5446 2.6949
H 0.7930 0.6215 4.9856
H -0.1293 -0.7309 4.2566
H -0.9740 0.7482 4.6982
H 0.9301 3.1310 3.8052
H -0.7724 3.0847 3.2903
H 0.4918 3.3915 2.0842
C 2.7185 4.3163 -0.2950
N 2.8273 3.1149 -1.1019
C 3.9044 3.0357 -2.0731
C 1.8300 2.2384 -1.1393
N 0.7397 2.1651 -0.4171
H 3.6605 4.5034 0.2204
H 1.9264 4.1863 0.4369
H 2.4784 5.1796 -0.9210
H 4.8248 3.3877 -1.6082
H 3.6990 3.6507 -2.9537
H 4.0497 2.0026 -2.3806
O -4.1199 0.2571 1.5234
S -3.5381 0.3341 2.8941
O -2.4252 -0.7239 2.8509
O -2.7306 1.6326 2.8635
O -4.4250 0.2088 4.0032
*
```

As for the HOMO-LUMO gap: 7.86 eV.

These are the Mulliken partial charges, in e, on atoms 1 to 8:
1. In 1.342
2. C -1.584
3. C -0.238
4. N 1.184
5. C -0.512
6. C -1.322
7. C -0.900
8. C -1.957

=====

Record 5
Computed, not measured: C20H9CoF5N2O4S4Sb as an isolated structure, with ωB97M-V with the def2-TZVPD basis set.

Geometry as ORCA input:
```
! RIJCOSX wB97M-V def2-TZVPD def2/J DEFGRID3
* xyz -2 1
Co 0.5495 0.2066 0.4156
S 0.1642 -3.2659 -2.2874
Sb 0.7710 -1.3374 -3.3196
S 2.9043 -0.5692 -2.2601
S 1.1507 0.4856 -1.6833
F -2.7064 5.1892 3.0112
C -2.5979 4.3513 1.9584
C -1.4115 3.6935 1.6931
F -0.3524 3.8956 2.4877
C -1.3307 2.8491 0.6052
F -0.1297 2.2444 0.4056
C -2.3814 2.6032 -0.2937
S -2.2236 1.5778 -1.6584
C -3.5644 3.2921 0.0319
F -4.6557 3.1533 -0.7417
C -3.6748 4.1358 1.1171
F -4.8373 4.7750 1.3677
N 3.7948 -5.9272 2.4842
C 3.2705 -4.9782 2.1004
C 2.6229 -3.7928 1.6158
C 3.3715 -2.6556 1.3241
C 2.7083 -1.5333 0.8730
N 1.3830 -1.4941 0.7160
C 0.6712 -2.5940 0.9627
C 1.2489 -3.7632 1.4242
H 4.4442 -2.6472 1.4512
H 3.2365 -0.6256 0.6202
H -0.3890 -2.5273 0.7789
H 0.6370 -4.6317 1.6184
O -0.3339 0.0695 4.4365
C -0.5373 -0.0427 3.2252
O 0.2608 0.3615 2.3180
C -1.8377 -0.7264 2.7977
C -2.5381 -1.4333 3.7686
C -3.7180 -2.1226 3.4792
C -4.1646 -2.0599 2.1825
O -5.2931 -2.6313 1.6360
C -5.2303 -2.3262 0.2394
O -4.1634 -1.4296 0.0221
C -3.4859 -1.3426 1.2153
C -2.3237 -0.6642 1.4846
H -2.1277 -1.4341 4.7688
H -4.2568 -2.6791 4.2352
H -6.1692 -1.8574 -0.0654
H -5.0561 -3.2514 -0.3226
H -1.8216 -0.1072 0.6970
*
```

As for the HOMO-LUMO gap (spin up / spin down): 5.78 / 5.78 eV.

These are the Mulliken partial charges, in e, on atoms 1 to 8:
1. Co 0.231
2. S -0.719
3. Sb 0.444
4. S -0.479
5. S -0.035
6. F -0.350
7. C 0.649
8. C -0.070

=====

| no. | electronic energy (hartree) |
| --- | --- |
| 1 | -619.9754 |
| 2 | -528.8618 |
| 3 | -5058.3492 |
| 4 | -3165.2821 |
| 5 | -4893.1946 |